{"formula": "C16H33ClOsP2", "method": "ωB97M-V/def2-TZVPD", "symbols": ["P", "P", "C", "C", "H", "H", "H", "H", "C", "H", "H", "H", "C", "H", "H", "H", "C", "H", "H", "H", "C", "H", "H", "H", "Os", "C", "C", "C", "C", "C", "C", "C", "C", "C", "H", "H", "H", "H", "H", "H", "H", "H", "H", "H", "H", "H", "H", "H", "H", "Cl", "C", "H", "H"], "positions_angstrom": [[0.178, -1.944, 1.775], [0.000, 2.368, 1.658], [1.093, -0.194, -0.081], [1.332, 1.184, 0.422], [0.467, -0.291, -0.989], [1.897, -0.919, -0.097], [2.090, 1.147, 1.204], [1.384, 1.969, -0.288], [-1.552, 2.964, 1.090], [-1.943, 3.657, 1.864], [-2.150, 2.065, 0.956], [-1.401, 3.491, 0.131], [1.250, 3.673, 1.945], [1.259, 4.302, 1.039], [2.257, 3.236, 2.038], [1.023, 4.294, 2.821], [-0.887, -3.323, 1.177], [-0.639, -4.158, 1.849], [-0.735, -3.624, 0.131], [-1.934, -3.029, 1.291], [1.870, -2.639, 1.389], [2.633, -1.920, 1.714], [2.110, -2.927, 0.347], [1.891, -3.532, 2.033], [-0.641, 0.188, 0.679], [0.233, 1.397, -2.304], [-1.074, 1.297, -1.886], [-2.125, 0.630, -2.772], [-1.672, -0.780, -3.200], [-0.865, -1.513, -2.207], [0.494, -1.612, -2.228], [1.419, -0.782, -3.115], [0.888, 0.641, -3.410], [0.155, -2.172, 3.668], [0.898, 2.135, -1.876], [-1.446, 1.935, -1.082], [-2.290, 1.280, -3.656], [-3.079, 0.608, -2.224], [-2.571, -1.368, -3.378], [-1.107, -0.691, -4.126], [-1.405, -2.044, -1.441], [0.960, -2.320, -1.539], [1.525, -1.316, -4.077], [2.431, -0.742, -2.682], [1.759, 1.249, -3.712], [0.220, 0.611, -4.287], [0.889, -1.557, 4.162], [0.388, -3.201, 4.068], [-0.800, -1.847, 4.079], [-2.647, 0.590, 3.283], [-0.897, 1.001, 2.924], [-0.940, 2.086, 3.313], [-0.195, 0.448, 3.611]], "forces_ev_per_a": [[-0.2499, -1.4043, 0.1211], [2.0002, -1.3666, -0.0759], [1.6951, 1.3622, -0.4424], [1.0342, -0.4600, 0.5900], [0.7407, 0.2858, -0.2373], [-0.2714, 0.0992, 0.4324], [0.0760, 0.4071, -0.1914], [0.6038, 0.4875, -0.3280], [-0.0868, 1.9650, -0.4001], [-0.2040, -0.2808, -0.5940], [-0.7134, 0.5484, 0.0739], [-0.4175, -0.0314, 0.4797], [0.3367, 0.4272, -1.1148], [0.0944, 0.1540, 0.3296], [-0.5215, 0.0599, 0.1524], [-0.1508, -0.2898, -0.1982], [-0.0117, 0.2030, 0.4068], [-0.3238, 0.0351, -0.3410], [0.2446, 0.2728, 0.3413], [0.0583, -0.2278, 0.1417], [-0.2265, 0.2923, 0.4534], [-0.0888, -0.3270, 0.1154], [-0.5845, 0.1432, 0.5215], [0.3030, 0.2219, -0.2721], [-0.4583, -1.9495, 3.3609], [-1.6782, 0.2902, 0.2855], [1.0659, 0.4168, -1.5172], [0.0889, 0.1702, 0.7376], [-0.7067, 0.4918, -0.5122], [1.7614, -0.4089, 0.0115], [-1.1660, -0.3191, -0.7286], [-0.4345, -0.8976, 0.1328], [0.2594, 0.7206, -1.0802], [-0.0899, -0.2383, -0.3104], [-0.2123, -0.0222, 0.2596], [0.1452, 0.2005, -0.4015], [0.0635, -0.3834, 0.4213], [0.2538, -0.1501, -0.2253], [0.0201, -0.0809, -0.3436], [-0.3143, -0.3074, -0.0297], [-0.1523, -0.4463, 0.1306], [-0.0691, 0.1926, -0.1666], [0.0793, 0.3202, 0.2938], [-0.3974, -0.0382, -0.0410], [-0.3203, -0.3078, -0.0694], [0.3298, 0.0590, 0.3549], [0.4867, 0.4908, -0.1601], [-0.4129, 0.7353, -1.0886], [-0.2358, -0.1575, -0.1887], [-0.3479, -0.7453, -0.1257], [0.0097, 0.6101, 1.4359], [-0.1433, -1.5261, 0.3722], [-0.7607, 0.7037, -0.7718]], "multiplicity": 5, "homo_energy_ha": [-0.479, -0.556], "charge": 2}